A cluster of 2 separate species, C17H19N in total in a non-equilibrium geometry. Source: the Open Molecules 2025 dataset; level of theory: the ωB97M-V functional and the def2-TZVPD basis.

The geometry in XYZ format:
```
37
Properties=species:S:1:pos:R:3:forces:R:3
C -0.092 1.409 -2.435 -0.0658 -0.2354 -1.5925
C -1.308 1.797 -1.593 0.0587 -0.2739 -0.1031
C 0.440 0.004 -2.297 -0.2213 0.2033 0.7894
C 1.791 -0.299 -2.414 -0.2806 -0.1877 0.3353
C -0.471 -1.006 -1.986 -0.4150 -0.6447 -0.6150
C 2.170 -1.639 -2.343 0.2961 0.1666 0.5403
C -0.071 -2.304 -1.694 1.1840 0.0493 -0.9800
C 1.250 -2.623 -2.021 -0.1739 -0.2923 0.2512
H -0.441 1.379 -3.474 -0.1447 0.3756 -0.1686
H 0.709 2.147 -2.511 0.0617 -0.0659 0.6373
H -2.198 1.502 -2.140 -0.2458 -0.0804 0.1201
H 2.486 0.522 -2.545 0.1989 -0.1967 -0.0806
H -1.517 -0.877 -2.244 -0.2226 0.5093 1.0060
H 3.204 -1.962 -2.327 0.1332 0.2846 -0.6237
H -0.697 -3.076 -1.275 -0.4792 0.0519 -0.4157
H 1.581 -3.653 -2.106 -0.0512 -0.0193 0.6001
H -1.386 2.865 -1.440 0.1546 0.2713 0.0462
H -1.328 1.304 -0.625 0.1037 0.0146 0.1276
C -1.846 -1.603 3.125 -0.0760 -0.8787 0.1733
C -0.624 -1.124 2.415 -0.2142 0.7167 0.0962
C 0.266 -1.807 1.648 -1.0114 -0.5348 0.1989
C -0.307 0.278 2.249 0.4658 0.0856 -0.7839
C 0.650 0.331 1.217 1.3244 0.2517 0.2603
C -0.694 1.485 2.853 -2.2571 -0.7592 -0.7245
C 1.191 1.540 0.762 -1.2022 0.5981 -0.3176
C -0.401 2.694 2.251 2.2722 -0.5051 0.9977
C 0.607 2.685 1.258 -0.5734 0.3885 -0.1733
N 1.021 -0.945 0.898 0.1506 -0.2000 0.2478
H -2.681 -1.953 2.504 0.3120 0.4148 -0.5446
H -2.254 -0.787 3.706 -0.0372 -0.0978 0.5324
H 0.267 -2.888 1.595 0.4319 0.1123 -0.4830
H 1.726 -1.205 0.231 -0.0728 0.0202 -0.0706
H -1.514 1.364 3.563 0.4290 0.5228 0.3978
H 1.804 1.679 -0.114 0.4879 -0.5373 0.0718
H -0.507 3.631 2.784 -0.8652 0.0299 -0.2471
H 0.837 3.641 0.810 0.3798 0.0774 0.0062
H -1.661 -2.505 3.716 0.1650 0.3645 0.4878
```
Positions in Å, forces in eV/Å.

**HOMO**: -0.28134 Ha
**Net charge**: 0

Results of the Löwdin charge analysis, in e, for atoms 1 through 5: number 1, C, carries -0.2076; number 2, C, carries -0.0936; number 3, C, carries -0.2529; number 4, C, carries -0.0567; number 5, C, carries -0.0502